(1)
ORCA calculation (ωB97M-V with the def2-TZVPD basis set) on a 7-piece molecular cluster, C22H42O15S3 overall.

Positions of all 82 atoms, in Å:
S  -0.57279  -2.33757  -0.30902
S  3.92699  0.06916  3.09608
S  -5.24002  2.66845  -0.47808
O  -1.07863  0.58518  3.76646
O  -3.51206  -0.11091  -4.37301
O  -1.36667  1.26136  1.64735
O  4.62798  -1.61835  -2.30834
O  -1.24690  4.06762  -2.83400
O  -5.21263  -1.43248  -5.02218
O  -0.10478  -1.82587  -1.63627
O  0.22955  3.71678  -1.16724
O  -3.12448  -2.24266  -4.81202
O  2.87459  -1.99221  -3.62840
O  -4.81832  4.05003  -0.80298
O  2.60822  0.35535  2.47104
O  -0.40329  2.02232  -2.47509
O  -1.32638  2.74445  3.33752
O  4.30971  -0.32112  -4.11415
C  3.96059  -1.22260  -3.42842
C  2.81264  -3.02686  -2.65175
C  -4.06333  -1.28129  -4.75723
C  -0.73687  -2.26847  -4.87322
C  3.30100  -2.05311  -0.34325
C  -2.18918  -1.52295  -0.04314
C  -2.13377  -0.29884  -4.04721
C  3.87245  -2.61744  -1.61644
C  -1.94247  -1.82687  -4.08384
C  -1.26185  1.50759  2.80970
C  0.57875  1.43473  -1.61370
C  3.77882  0.51392  4.83079
C  1.78047  1.03019  -2.41862
C  -3.85877  1.60487  -0.90259
C  0.26388  -1.48163  1.04752
C  -1.21690  1.21740  5.08023
C  0.87265  2.57447  -0.60525
C  -0.97535  2.68073  4.70807
C  -0.22178  0.60177  6.01402
C  3.97985  -1.69614  3.37595
C  -0.54596  3.35106  -2.20517
C  -5.07690  2.47093  1.30713
H  4.76969  -1.95057  4.08924
H  -0.80969  -3.32887  -5.12460
H  1.94221  2.74282  -0.49501
H  3.03031  -2.08151  3.74404
H  -2.88630  -2.28658  0.30730
H  3.03220  -3.97412  -3.14355
H  -2.99852  1.83756  -0.26973
H  -5.89455  3.04950  1.73000
H  4.07114  -1.59850  0.27149
H  1.11077  -2.05625  1.41179
H  -1.53556  3.41176  5.28226
H  2.47346  -1.37606  -0.55410
H  3.53704  1.57271  4.89385
H  -4.10859  2.86102  1.62574
H  -1.97648  -2.23345  -3.07936
H  -0.25578  1.09246  6.98915
H  4.73333  0.34028  5.32767
H  2.26972  1.89230  -2.87461
H  0.16870  0.59492  -1.05711
H  4.51810  -3.46703  -1.38474
H  -0.67749  -1.74152  -5.82696
H  -0.46351  -1.39067  1.85334
H  -3.60505  1.77423  -1.94646
H  2.98696  -0.08473  5.27877
H  -2.25250  1.03314  5.37250
H  1.51606  0.29853  -3.18007
H  0.41184  2.40061  0.36437
H  -1.48456  0.21364  -4.75505
H  -4.12120  0.56148  -0.71802
H  0.09058  2.90464  4.83173
H  -5.14015  1.41664  1.57722
H  0.79251  0.63846  5.61885
H  0.18835  -2.09617  -4.32292
H  -2.08549  -0.70114  0.65314
H  0.58358  -0.47683  0.78057
H  -2.53602  -1.23356  -1.03229
H  4.26361  -2.17938  2.44315
H  2.52562  0.58215  -1.75217
H  -0.44123  -0.45521  6.17542
H  -1.97825  0.11787  -3.05472
H  1.82313  -3.07932  -2.19734
H  2.86393  -2.89626  0.20598

Cartesian forces (eV/Å) of the 3 atoms listed first:
S -0.6 0.2 0.2
S 0.0 0.1 0.1
S 0.1 -0.1 -0.2

## Properties
* LUMO level: -0.20 eV
* Kohn-Sham gap: 0.3054 Ha
* 2S+1: 1
* energy relative to the best compared isomer or geometry (same formula, charge and spin): 2.1 kJ/mol
* HOMO: -8.5 eV



(2)
ORCA calculation (ωB97M-V with the def2-TZVPD basis set) on a 8-piece molecular cluster, C45H84FNO19S7 overall.

Positions of all 157 atoms, in Å:
S  -6.91388  -2.73393  0.44860
S  0.98540  -1.76616  -4.23956
S  9.23022  5.07332  -4.08696
S  1.01379  -4.94203  0.39062
S  6.76507  0.51658  3.88888
S  -11.44344  -1.84726  -1.68272
S  -0.60453  -1.28705  5.22481
F  5.11289  4.11501  -1.20950
O  0.59747  -0.48654  5.20246
O  -11.40960  -2.46286  -2.98879
O  -1.15944  2.16185  -1.46179
O  6.93173  -0.82327  3.37528
O  3.36184  6.56612  -2.38551
O  1.84561  5.66318  -0.77166
O  0.43206  -1.69861  -2.90570
O  -7.67066  -3.38095  1.49937
O  -6.43945  -3.45196  -0.71309
O  5.75555  1.41758  3.37967
O  -1.79232  4.29713  -1.97218
O  -10.52307  -0.79885  -1.30042
O  9.78947  4.17092  -5.06857
O  2.45069  -5.07303  0.32298
O  -3.92505  3.34471  -1.89441
O  -1.66973  -1.10822  4.26474
O  10.03565  5.68200  -3.05302
O  0.36867  -3.93469  1.20076
O  2.32482  -1.31687  -4.54353
N  3.16169  3.21864  0.98295
C  3.58125  4.51272  1.59702
C  -12.76484  -3.06882  0.27582
C  -0.16676  -0.99686  -5.37227
C  -0.13678  -3.00885  5.24945
C  -5.53623  -1.86744  1.17956
C  4.23842  4.13133  3.03888
C  2.71365  3.36776  -0.41759
C  -2.82141  2.87725  -4.01427
C  3.32974  0.76614  -0.85257
C  1.75573  -1.16359  0.13892
C  -13.78431  -2.50223  -0.71476
C  0.00913  -3.33860  6.72935
C  -11.41596  -3.13787  -0.44288
C  6.83439  6.10028  -4.61553
C  8.31036  6.35989  -4.92445
C  -1.28559  -1.24507  6.88003
C  2.32643  1.99297  -1.16468
C  2.47380  -0.58406  -1.18483
C  -0.66923  -2.11040  -6.29357
C  -7.79487  -1.27756  -0.10121
C  -0.59063  -3.42321  -5.51187
C  3.01079  5.63621  -1.63271
C  0.37611  -4.84135  -1.27165
C  7.91136  1.06719  6.22476
C  3.69629  4.16121  -1.45015
C  8.34128  1.35135  3.84562
C  -0.49770  -6.96134  -0.45323
C  8.42473  2.06768  5.18711
C  0.78229  -3.43008  -4.85220
C  -1.17904  -2.67130  7.42327
C  -6.97579  -0.07678  0.37610
C  7.82154  4.29149  -3.32037
C  0.31308  -6.54338  0.77531
C  -0.45954  -0.31734  1.42231
C  0.13977  -6.29187  -1.67263
C  0.01172  3.89529  -0.03780
C  6.62406  0.45232  5.67159
C  -5.51501  -0.52343  0.46379
C  1.41096  4.27698  -0.71799
C  0.13233  -1.00987  0.09385
C  -2.88100  3.53527  -2.56642
C  -1.00400  3.38533  -1.17560
C  -13.10991  -1.29814  -1.35888
C  -1.99446  0.11692  1.31029
C  6.76674  5.38840  -3.26311
H  7.78208  2.95413  5.17933
H  -5.10390  -0.64176  -0.54404
H  -0.31494  -6.45929  1.66278
H  -2.23477  0.78947  0.41527
H  5.74650  1.03260  5.96204
H  -2.32171  -0.90804  6.83588
H  0.21350  2.97141  0.62660
H  -13.06441  -4.05163  0.64618
H  -0.02736  -2.17436  -7.17819
H  1.09174  -4.32868  -1.91325
H  1.27481  1.61333  -0.86494
H  -0.56326  -4.28476  -1.23569
H  -0.49907  -6.36494  -2.55555
H  0.94441  -2.92068  7.11577
H  -3.35329  1.85432  -3.94500
H  -13.58548  -0.98494  -2.28793
H  3.10648  -1.38201  -1.69727
H  8.09730  3.90885  -2.33806
H  -2.09477  -3.22398  7.18934
H  -14.01624  -3.25376  -1.47637
H  -2.31754  0.71741  2.24569
H  -14.71723  -2.22263  -0.22105
H  0.78426  -3.15224  4.68476
H  4.44023  5.04072  1.02302
H  -10.58514  -2.96390  0.24225
H  -0.38274  -1.10120  2.27712
H  6.40421  5.45507  -5.38864
H  3.63473  3.77408  -2.53813
H  1.57057  -3.61398  -5.58558
H  6.50483  -0.58451  5.98725
H  -7.32151  0.23459  1.36737
H  1.22435  4.04387  -1.83863
H  5.77610  4.98075  -3.07017
H  0.24323  0.55832  1.66879
H  3.60453  0.67859  0.25614
H  -0.52419  -8.04842  -0.55663
H  -1.74561  2.64755  -4.33501
H  -1.53142  -6.61663  -0.34736
H  4.53225  3.01464  3.08380
H  2.29004  2.10200  -2.31236
H  6.26312  7.03116  -4.61091
H  8.51272  6.31035  -5.99487
H  2.14545  -0.65766  1.10370
H  -1.37409  -3.44515  -4.74718
H  7.50192  3.47162  -3.96755
H  7.73663  1.54254  7.19252
H  1.09382  -6.77719  -1.90371
H  0.02502  -4.41700  6.90005
H  1.63800  -0.30459  -1.92268
H  -5.74694  -1.74301  2.24411
H  -0.72787  -4.29042  -6.16100
H  -0.24141  -0.55394  -0.88202
H  2.07187  -2.27534  0.21949
H  9.44424  2.39159  5.40586
H  -7.85753  -1.31157  -1.18969
H  3.47133  4.26744  3.89159
H  -0.69188  -0.54609  7.47163
H  -0.42941  4.69131  0.64639
H  -4.89964  0.20426  0.99599
H  -1.68480  -1.90669  -6.64008
H  8.65963  0.28223  6.37513
H  -1.06500  -2.67166  8.50967
H  -4.62027  -2.44200  1.04284
H  -8.79593  -1.27757  0.32790
H  -13.05507  -0.45848  -0.66239
H  7.00394  6.09521  -2.46152
H  -7.09815  0.77546  -0.29580
H  -0.94920  -3.58145  4.79653
H  9.11936  0.59008  3.75678
H  1.13564  -7.23484  0.96611
H  5.19528  4.71543  3.25368
H  -0.97992  -0.56558  -4.78544
H  8.63880  7.32226  -4.52821
H  4.27405  0.85200  -1.50041
H  3.99432  2.60659  1.05354
H  -11.28280  -4.09319  -0.95316
H  0.34507  -0.21251  -5.93093
H  2.74594  5.28652  1.68673
H  -2.72583  -0.77742  1.26159
H  8.38003  2.02921  2.99324
H  -3.40068  3.46715  -4.81714
H  -12.68782  -2.40181  1.14063
H  -0.26831  -2.09467  0.10674
H  0.86042  -4.14121  -4.03083

Cartesian forces (eV/Å) of the 3 atoms listed first:
S 0.1 0.3 0.2
S 0.2 -0.1 -0.2
S 0.0 -0.3 -0.1

## Properties
* LUMO level: 0.25 eV
* Kohn-Sham gap: 0.3448 Ha
* 2S+1: 1
* energy relative to the best compared isomer or geometry (same formula, charge and spin): 551.9 kJ/mol
* SMILES: CCCCCCC[C@@]1(NCC)[C@H](F)C(=O)O[C@@H]1CC(=O)OC(C)=O.O=S1(=O)CCCC1.O=S1(=O)CCCC1.O=S1(=O)CCCC1.O=S1(=O)CCCC1.O=S1(=O)CCCC1.O=S1(=O)CCCC1.O=S1(=O)CCCC1
* HOMO: -9.1 eV



- Look up the LUMO level of the second one.
  0.25 eV